A cluster of 3 separate species, C18H36N4O in total. Source: the Open Molecules 2025 dataset; level of theory: the ωB97M-V functional and the def2-TZVPD basis.

Kohn-Sham gap in eV: 8.40
SMILES: N#CC[C@H](C#N)CC=O.CCN(CC)CC.CCN(CC)CC
Multiplicity: 1
Total energy in hartree: -1001.6432

Last column: Mulliken charge in e.
Geometry (Å):
1 N 1.0609 -1.0428 -3.3631  -0.435
2 C 1.7212 -1.3359 -4.2565  0.299
3 C 2.6282 -1.5760 -5.3746  -0.666
4 C 3.6034 -0.3788 -5.4736  0.284
5 C 4.2494 -0.3754 -6.7841  -0.114
6 N 4.8066 -0.4106 -7.7887  -0.441
7 C 4.6411 -0.3944 -4.3216  -0.458
8 C 5.8637 -1.2136 -4.6579  -0.146
9 O 6.0102 -2.3382 -4.2550  -0.461
10 H 3.1721 -2.5059 -5.2232  0.303
11 H 2.0282 -1.6373 -6.2813  0.408
12 H 3.0175 0.5340 -5.3765  0.415
13 H 4.1706 -0.8342 -3.4453  0.271
14 H 4.9311 0.6318 -4.0997  0.319
15 H 6.6109 -0.7554 -5.3260  0.409
16 C 3.1549 2.4612 -1.1276  -1.382
17 C 2.3292 2.6879 0.1312  -0.370
18 N 0.9378 2.3156 -0.0351  0.135
19 C 0.0737 2.8044 1.0237  -0.748
20 C 0.3091 2.2790 2.4450  -0.921
21 C 0.7076 0.9465 -0.4710  -0.652
22 C 1.2759 -0.1863 0.3907  -0.996
23 H 2.6866 2.9469 -1.9853  0.329
24 H 4.1534 2.8813 -0.9963  0.475
25 H 3.2714 1.3997 -1.3527  0.202
26 H 2.3540 3.7532 0.3767  0.465
27 H 2.8163 2.1660 0.9708  0.275
28 H -0.9609 2.5997 0.7336  0.391
29 H 0.1653 3.8953 1.0409  0.431
30 H -0.0073 1.2425 2.5541  0.073
31 H -0.2715 2.8708 3.1561  0.403
32 H 1.3564 2.3515 2.7404  0.371
33 H 1.1096 0.8403 -1.4797  0.353
34 H -0.3699 0.8054 -0.5857  0.294
35 H 2.3182 -0.0133 0.6648  0.320
36 H 1.2376 -1.1219 -0.1706  0.404
37 H 0.7048 -0.3339 1.3066  0.183
38 C -3.4879 -0.2624 5.2804  -1.353
39 C -4.0475 -1.3561 4.3826  -0.348
40 N -4.6920 -0.8360 3.1907  0.151
41 C -5.4985 -1.8180 2.4889  -0.698
42 C -4.7887 -3.0303 1.8746  -0.974
43 C -3.8694 0.0277 2.3620  -1.185
44 C -2.5366 -0.5286 1.8468  -0.013
45 H -4.2550 0.4790 5.5076  0.331
46 H -3.1413 -0.6961 6.2192  0.432
47 H -2.6391 0.2494 4.8250  0.209
48 H -4.8043 -1.9128 4.9418  0.493
49 H -3.2425 -2.0735 4.1549  0.259
50 H -6.0563 -1.2969 1.7060  0.350
51 H -6.2499 -2.1820 3.1968  0.409
52 H -4.2089 -2.7630 0.9919  0.230
53 H -5.5301 -3.7691 1.5638  0.401
54 H -4.1229 -3.5165 2.5886  0.275
55 H -3.6599 0.9386 2.9293  0.355
56 H -4.4775 0.3539 1.5146  0.374
57 H -1.9576 -1.0049 2.6398  0.272
58 H -1.9313 0.2896 1.4489  -0.219
59 H -2.6701 -1.2507 1.0423  0.225

***

A structure of composition C18H36NO3PdSi2 in a non-equilibrium geometry. Source: the Open Molecules 2025 dataset; level of theory: the ωB97M-V functional and the def2-TZVPD basis.

Kohn-Sham gap (spin up / spin down) in eV: 8.85 / 7.11
Energy above the lowest of the compared OMol25 structures with the same formula, charge and spin in kJ/mol: 36.2
Charge: +1
Multiplicity: 3
Total energy in hartree: -1694.5543

Last column: Mulliken charge in e.
Geometry (Å):
1 Pd -0.1906 0.2261 -0.5986  -0.593
2 C 0.5139 -0.5765 2.7843  -0.834
3 O -0.1240 0.3560 1.9361  0.026
4 C -1.2279 0.9626 2.5764  -0.613
5 C -1.9194 1.9153 1.5972  -0.750
6 O -2.1382 1.3764 0.3060  0.026
7 C -3.2979 0.5900 0.1015  -0.661
8 C -3.2061 -0.8398 0.6483  -0.900
9 O -1.9421 -1.3755 0.3142  0.557
10 C -1.8297 -2.7502 0.6252  -1.006
11 H 0.8464 -0.0861 3.7054  0.291
12 H -0.1631 -1.3961 3.0526  0.295
13 H 1.3711 -0.9765 2.2491  0.179
14 H -1.9165 0.1911 2.9521  0.304
15 H -0.8757 1.5467 3.4380  0.540
16 H -2.8595 2.2683 2.0392  0.355
17 H -1.2552 2.7682 1.4249  0.287
18 H -4.1791 1.0828 0.5285  0.408
19 H -3.3992 0.5515 -0.9868  0.230
20 H -3.3469 -0.8556 1.7382  0.394
21 H -4.0104 -1.4382 0.1976  0.514
22 H -2.4693 -3.3483 -0.0317  0.275
23 H -0.7881 -3.0202 0.4704  0.211
24 H -2.1060 -2.9389 1.6696  0.335
25 C 0.8581 2.8917 -1.6513  -0.956
26 Si 0.1524 1.6681 -2.9593  0.770
27 C -1.7464 1.8900 -3.0417  -0.990
28 C 0.8718 2.0339 -4.6994  -1.224
29 C 0.7895 -0.0649 -2.4934  1.646
30 C 2.1394 -0.0448 -1.9410  -0.586
31 C 3.3186 0.0215 -2.6811  -0.674
32 C 4.5258 0.0325 -2.0107  -0.663
33 C 4.5226 -0.0167 -0.6207  -0.951
34 C 3.3092 -0.0693 0.0447  -0.319
35 N 2.1478 -0.0858 -0.5970  0.227
36 Si 0.2141 -1.7225 -3.1968  0.435
37 C 0.7674 -1.9992 -5.0002  -1.192
38 C 0.9507 -3.0011 -1.9739  -0.827
39 C -1.6935 -1.7676 -3.0630  -0.885
40 H 0.4893 3.8978 -1.8187  0.425
41 H 1.9442 2.9263 -1.6969  0.323
42 H 0.5726 2.5900 -0.6309  0.185
43 H -1.9950 2.6533 -3.7694  0.536
44 H -2.1374 2.2122 -2.0826  0.140
45 H -2.2601 0.9861 -3.3404  0.263
46 H 0.6229 3.0441 -5.0098  0.415
47 H 0.4610 1.3533 -5.4395  0.339
48 H 1.9516 1.9399 -4.7283  0.317
49 H 3.2629 0.0863 -3.7554  0.410
50 H 5.4620 0.0807 -2.5483  0.484
51 H 5.4499 -0.0241 -0.0707  0.455
52 H 3.2820 -0.1085 1.1258  0.391
53 H 1.8412 -1.9089 -5.1261  0.336
54 H 0.2970 -1.2837 -5.6678  0.339
55 H 0.4781 -2.9928 -5.3290  0.400
56 H 1.9888 -3.2362 -2.1930  0.370
57 H 0.3956 -3.9315 -1.9762  0.485
58 H 0.9184 -2.5780 -0.9686  -0.071
59 H -2.1655 -1.1107 -3.7857  0.346
60 H -2.0019 -1.4596 -2.0667  -0.030
61 H -2.0737 -2.7662 -3.2478  0.462

***

The ion C18H36NO5 with charge +1 in a non-equilibrium geometry. Source: the Open Molecules 2025 dataset; level of theory: the ωB97M-V functional and the def2-TZVPD basis.

Kohn-Sham gap in eV: 8.42
Energy above the lowest of the compared OMol25 structures with the same formula, charge and spin in kJ/mol: 0.0
Charge: +1
SMILES: CCOCCO[C@@H]1C[NH2+][C@@H](CCCCCCCCOC(C)=O)CO1
Multiplicity: 1
Total energy in hartree: -1138.1125

Last column: Mulliken charge in e.
Geometry (Å):
1 C 7.8314 2.4892 2.1635  -1.089
2 C 8.0650 1.9885 0.7408  -0.239
3 O 7.1617 2.6980 -0.1109  -0.391
4 C 6.3853 1.8645 -0.9194  -0.777
5 C 5.2255 1.2242 -0.1512  -0.160
6 O 4.2856 0.7926 -1.1250  -0.312
7 C 3.2154 0.1070 -0.6129  0.234
8 C 3.6019 -1.2323 0.0353  -1.313
9 N 2.3615 -2.0108 0.3019  0.048
10 C 1.5629 -2.2727 -0.9552  -0.030
11 C 0.1072 -1.8808 -0.7911  -0.900
12 C -0.5892 -2.5381 0.4130  -0.710
13 C -1.6624 -1.6118 0.9952  -1.021
14 C -2.7691 -1.3197 -0.0469  -0.478
15 C -4.1931 -1.5919 0.5128  -0.839
16 C -5.0526 -0.3193 0.3370  -0.735
17 C -6.5457 -0.5997 0.5397  -0.681
18 C -7.2845 0.6594 1.0369  -0.612
19 O -7.9729 1.2563 -0.0709  -0.355
20 C -7.7581 2.5701 -0.2298  0.760
21 C -7.8639 3.0358 -1.6588  -1.007
22 O -7.5381 3.3307 0.6459  -0.534
23 C 2.1644 -1.4132 -2.0860  -0.856
24 O 2.3059 -0.0760 -1.6808  -0.384
25 H 7.6860 3.5587 2.0760  0.288
26 H 8.6571 2.2545 2.8229  0.378
27 H 6.8834 2.0751 2.5027  0.234
28 H 7.9170 0.9109 0.6586  0.284
29 H 9.0931 2.1830 0.4431  0.366
30 H 6.9591 1.1109 -1.4619  0.327
31 H 5.9189 2.5045 -1.6651  0.372
32 H 5.6473 0.4012 0.4368  0.233
33 H 4.8272 1.9582 0.5531  0.289
34 H 2.6571 0.6842 0.1392  0.402
35 H 4.3284 -1.7841 -0.5486  0.287
36 H 4.0852 -1.0218 0.9824  0.619
37 H 2.6423 -2.9098 0.6953  0.402
38 H 1.8249 -1.5270 1.0264  0.501
39 H 1.6792 -3.3155 -1.2238  0.412
40 H -0.0178 -0.8002 -0.7817  0.459
41 H -0.3847 -2.2279 -1.6932  0.433
42 H -1.1078 -3.4423 0.1097  0.378
43 H 0.1235 -2.7918 1.2035  0.389
44 H -1.2058 -0.6530 1.2465  0.312
45 H -2.0585 -2.0170 1.9188  0.545
46 H -2.6346 -1.9017 -0.9567  0.344
47 H -2.7249 -0.2780 -0.3430  0.403
48 H -4.6819 -2.3995 -0.0240  0.316
49 H -4.1601 -1.8224 1.5714  0.386
50 H -4.8731 0.0552 -0.6690  0.353
51 H -4.6624 0.4152 1.0426  0.380
52 H -6.7041 -1.4355 1.2109  0.443
53 H -6.9617 -0.8250 -0.4393  0.317
54 H -8.0087 0.3931 1.7988  0.350
55 H -6.5467 1.3152 1.4834  0.406
56 H -8.0112 4.1034 -1.6600  0.315
57 H -6.9826 2.7740 -2.2361  0.252
58 H -8.7422 2.5755 -2.1101  0.318
59 H 1.4242 -1.4289 -2.8763  0.563
60 H 3.0708 -1.8411 -2.5162  0.322

***

A structure of composition C18H37AlBeBr4ClFN4O11V in a non-equilibrium geometry. Source: the Open Molecules 2025 dataset; level of theory: the ωB97M-V functional and the def2-TZVPD basis.

Kohn-Sham gap in eV: 1.39
Charge: +1
Multiplicity: 1
Total energy in hartree: -13810.8322

Last column: Mulliken charge in e.
Geometry (Å):
1 N 2.6281 -0.4370 1.2866  -0.684
2 C 1.1151 -0.4610 1.2445  0.495
3 N 0.6857 0.9302 0.8596  -0.496
4 N 0.5749 -1.4964 0.3048  -0.296
5 C 0.6468 -0.7073 2.7619  -1.285
6 C -0.9335 -1.0323 2.8843  1.113
7 N -1.7686 0.1613 3.1880  -0.134
8 C -2.2807 0.8738 1.9637  -0.466
9 C -3.9057 0.9750 1.8661  -0.291
10 C -4.5911 -0.0533 0.7859  -0.443
11 C -4.9277 -1.4989 1.4319  0.543
12 O -4.3606 -1.8698 2.5262  -0.385
13 O -5.8629 -2.3419 0.7594  -0.452
14 C -1.0635 -1.9851 4.1829  0.225
15 O -1.0295 -3.2458 4.1411  -0.514
16 O -1.1769 -1.3718 5.4244  -0.628
17 H 2.9279 0.3302 1.9176  0.301
18 H 3.0259 -0.2969 0.3483  0.208
19 H 1.5484 1.4593 0.6690  0.331
20 H 0.1487 0.9451 -0.0190  0.173
21 H 1.1475 -2.3526 0.3186  0.278
22 H 0.4585 -1.1268 -0.6455  0.235
23 H 1.1717 -1.6710 3.1246  0.342
24 H 0.9745 0.1096 3.4860  0.334
25 H -1.3107 -1.6346 2.0111  -0.549
26 H -2.5849 -0.1711 3.7374  0.444
27 H -1.9009 0.4620 0.9741  0.030
28 H -1.9168 1.9734 2.0213  0.128
29 H -4.3673 0.8730 2.9068  0.280
30 H -4.1901 2.0163 1.4706  0.289
31 H -5.5854 0.3582 0.4036  0.610
32 H -3.9119 -0.2043 -0.1115  0.001
33 H -6.6140 -1.7726 0.4747  0.358
34 Al -2.2655 1.9531 4.4738  0.812
35 C -0.7868 5.7715 7.0247  -0.346
36 Br -0.6528 4.0324 7.8753  -0.028
37 Br 0.6757 6.0840 5.7822  0.090
38 Br -2.5144 6.0334 6.1817  -0.025
39 H -0.7009 6.5182 7.8124  0.369
40 C 4.7719 -3.0110 -2.2688  -0.844
41 C 4.3336 -2.1066 -1.0859  -0.122
42 O 3.0392 -1.8821 -1.2313  -0.380
43 H 4.6041 -2.5272 -3.2346  0.365
44 H 5.8428 -3.2255 -2.1900  0.184
45 H 4.2448 -3.9687 -2.2674  0.351
46 H 5.0191 -1.2426 -1.1097  0.283
47 H 4.6733 -2.6347 -0.1773  0.288
48 C -4.5893 1.6409 -3.7294  -0.998
49 C -4.8011 2.4997 -2.4951  -0.282
50 O -3.6692 2.5486 -1.6319  -0.403
51 C -2.4688 3.0879 -2.1698  -0.066
52 C -2.5757 4.5370 -2.6144  -0.789
53 H -4.2623 0.6385 -3.4477  0.166
54 H -5.5142 1.5646 -4.3049  0.433
55 H -3.8220 2.0613 -4.3851  0.309
56 H -5.6172 2.0707 -1.9071  0.301
57 H -5.1149 3.5096 -2.7668  0.319
58 H -2.1008 2.4525 -2.9817  0.324
59 H -1.7245 3.0305 -1.3677  0.225
60 H -3.2836 4.6608 -3.4922  -0.105
61 H -1.5992 4.9126 -2.9278  0.450
62 H -2.9542 5.1641 -1.8043  0.422
63 F -3.2425 -0.5926 -1.9918  -0.306
64 Be 0.9204 7.9817 3.9202  -0.074
65 C 9.2379 -3.6780 -2.2059  -0.338
66 C 9.9543 -3.6185 -3.5214  -0.347
67 O 9.1065 -4.3681 -4.3820  -0.316
68 C 7.8586 -4.3368 -3.8436  0.636
69 O 6.8729 -4.7265 -4.3981  -0.511
70 O 7.8740 -3.8028 -2.5902  -0.333
71 H 9.3920 -2.7803 -1.6056  0.319
72 H 9.5198 -4.5535 -1.6142  0.255
73 H 10.0372 -2.5984 -3.9075  0.259
74 H 10.9499 -4.0614 -3.4744  0.307
75 Cl -2.9903 -2.5131 0.8759  -0.112
76 Br -4.3599 5.2069 -4.6361  -0.116
77 O -3.5650 -5.2369 -3.9313  -0.689
78 V -3.4721 -3.7923 -2.9873  1.486
79 O -3.3735 -2.3233 -2.0239  -0.516

***

Among the records above, which one has the lowest total energy?
C18H37AlBeBr4ClFN4O11V